[1]
11 unconnected molecules or ions with the total composition C32H81FO17S11 in a non-equilibrium geometry. Source: the OMol25 dataset; level of theory: ωB97M-V with the def2-TZVPD basis set.

Structure (XYZ):
```
142
Properties=species:S:1:pos:R:3:forces:R:3:mulliken_charge:R:1
C 2.433261 -6.775890 -3.594870 -0.53 1.71 0.24 -0.59
C 3.123970 -5.896397 -2.473958 0.59 -1.39 -0.15 -0.14
O 2.222394 -5.557027 -1.418853 0.60 0.85 -0.98 -0.50
C 1.790064 -4.201277 -1.452560 -1.19 0.62 0.88 -0.34
C 0.310519 -4.110772 -2.003109 -0.53 -0.74 0.88 -0.76
C 0.198452 -4.019991 -3.549093 -0.11 -0.37 0.51 0.58
O 1.116028 -2.927695 -3.873541 -1.14 0.77 0.06 -0.67
S 0.310615 -1.512142 -3.573834 1.82 -0.16 -0.81 1.34
O 0.534741 -0.992150 -2.255085 -1.07 -1.23 -0.09 -0.40
O 0.798149 -0.602079 -4.573319 -1.24 -0.73 -0.35 -0.69
O -1.182308 -2.131125 -3.831678 1.55 1.09 1.24 -0.36
C -1.075203 -3.543198 -4.280389 -1.32 1.17 -1.46 1.67
C -2.506367 -4.117453 -4.110587 -1.12 -0.15 0.77 -1.42
C -2.818468 -5.088775 -2.931178 -0.71 -0.49 0.45 0.06
C -3.374685 -6.514946 -3.353114 -0.01 0.88 0.94 -0.84
O -2.834291 -7.066993 -4.534486 0.05 -0.19 0.44 -0.43
C -1.419358 -7.175847 -4.517641 0.34 -0.08 -0.95 -0.49
C -0.889532 -3.290070 -5.861958 0.04 -1.33 -0.66 -0.83
C 0.228488 -4.135624 -6.517327 -0.65 0.29 0.21 0.57
O 1.293293 -3.694556 -6.671735 1.87 0.61 -0.37 -0.41
F 0.040054 -5.427257 -6.960795 -1.08 0.64 0.62 -0.28
H 1.380728 -6.933290 -3.253346 0.87 -0.36 -0.22 -0.11
H 2.347749 -6.117026 -4.496201 0.19 -0.92 0.32 0.17
H 2.959655 -7.722062 -3.812503 -0.36 0.56 0.08 0.40
H 3.620895 -4.999343 -2.906742 -0.46 -0.48 0.33 0.08
H 3.925219 -6.525861 -2.018353 -0.49 0.57 -0.17 0.45
H 2.495592 -3.476182 -1.925286 -0.46 -0.90 0.17 -0.07
H 1.695183 -3.890349 -0.382706 0.22 -0.18 -0.80 0.36
H -0.236567 -3.277261 -1.498571 0.54 -0.42 -0.59 0.52
H -0.143542 -5.034728 -1.565210 0.19 0.61 -0.71 0.25
H 0.437514 -5.002982 -4.006621 0.79 0.90 0.08 -0.27
H -3.189241 -3.218499 -3.983733 0.95 -0.92 -0.05 0.25
H -2.911814 -4.615321 -5.025147 0.92 0.31 0.47 0.60
H -2.006190 -5.277966 -2.206315 -0.16 0.46 -0.67 -0.02
H -3.649192 -4.638817 -2.330878 0.74 -0.23 -0.38 0.01
H -3.191959 -7.178292 -2.465210 -0.14 0.25 -0.73 0.41
H -4.474972 -6.422949 -3.470910 0.69 -0.27 -0.31 0.36
H -0.981448 -7.460754 -3.535295 -0.41 0.37 -0.39 0.27
H -1.004915 -6.225455 -4.928536 0.06 -0.64 0.64 0.02
H -1.119253 -7.962058 -5.251738 -0.37 0.51 0.56 0.37
H -0.639432 -2.224744 -6.056762 0.24 -0.94 0.23 0.40
H -1.824492 -3.477648 -6.430525 0.35 -0.04 0.74 0.48
C -6.994362 -1.881576 -1.602440 0.02 0.12 0.11 -0.70
S -5.792352 -1.697046 -2.924867 -0.34 0.16 -0.12 0.41
O -4.512055 -2.299094 -2.450551 0.10 -0.08 0.14 -0.52
C -5.620911 0.086565 -2.785917 0.10 0.10 0.11 -0.73
H -7.216466 -2.942810 -1.486628 0.04 0.00 -0.11 0.39
H -6.575968 -1.487648 -0.666990 -0.09 -0.12 -0.35 0.02
H -7.909847 -1.347793 -1.862877 0.03 -0.03 -0.12 0.43
H -5.294129 0.352864 -1.779552 -0.02 -0.10 0.02 0.25
H -6.575337 0.563425 -3.010322 0.02 -0.03 -0.04 0.45
H -4.875118 0.416366 -3.508188 -0.06 -0.07 -0.03 0.05
C 4.293007 -0.355495 -0.024905 -0.02 0.05 0.17 -0.82
S 4.642019 -1.845587 -0.968510 0.01 0.11 0.04 0.75
O 4.432970 -3.009742 -0.061357 0.06 0.09 -0.03 -0.66
C 6.417575 -1.571990 -1.094203 0.16 -0.03 0.06 -1.12
H 3.227727 -0.336418 0.203710 0.01 -0.06 -0.12 0.20
H 4.863521 -0.358421 0.905112 0.09 -0.06 -0.01 0.29
H 4.549801 0.521376 -0.620483 -0.03 -0.04 -0.04 0.40
H 6.852785 -1.500808 -0.096427 -0.11 0.01 0.02 0.29
H 6.605660 -0.655375 -1.654410 -0.06 -0.02 0.00 0.36
H 6.857387 -2.416346 -1.623716 -0.10 -0.01 -0.01 0.36
C 5.883585 1.999496 4.809716 -0.03 -0.04 0.03 -0.73
S 6.039158 0.259350 4.376049 -0.02 0.02 0.12 0.42
O 6.280353 0.189779 2.908867 -0.10 0.04 -0.03 -0.59
C 4.309821 -0.160645 4.656235 -0.13 -0.01 -0.05 -0.92
H 6.850143 2.478580 4.668854 -0.05 -0.04 -0.07 0.24
H 5.146257 2.479129 4.167041 0.06 -0.08 -0.08 0.11
H 5.585745 2.088275 5.855904 0.03 -0.06 0.00 0.44
H 3.670549 0.455262 4.021657 0.08 0.02 -0.03 0.25
H 4.062874 -0.003464 5.706975 0.06 0.00 0.00 0.37
H 4.167442 -1.210811 4.404382 0.09 0.03 -0.02 0.34
C -0.133849 1.837636 -1.106147 -0.22 0.15 0.02 -0.86
S 1.431496 2.384542 -0.404734 -0.07 -0.09 -0.05 0.73
O 1.191831 2.707565 1.029536 0.01 0.04 -0.11 -0.69
C 1.501482 3.945193 -1.303236 -0.05 0.16 -0.03 -1.05
H -0.398077 0.884313 -0.653039 0.11 0.01 -0.02 0.30
H -0.915084 2.570492 -0.892868 0.07 0.04 0.11 0.47
H -0.022255 1.706187 -2.183027 0.12 -0.07 0.05 0.12
H 0.618513 4.544308 -1.075482 -0.01 -0.07 0.06 0.34
H 1.557120 3.745957 -2.374369 0.02 -0.06 0.03 0.32
H 2.395588 4.481853 -0.988383 0.00 -0.09 0.04 0.33
C 3.664864 5.311179 4.876984 0.01 0.00 0.17 -0.94
S 4.906901 5.548252 3.594856 -0.09 0.06 -0.15 0.48
O 6.191792 4.986145 4.107269 -0.39 0.13 -0.10 -0.56
C 5.004747 7.338818 3.756383 0.05 0.10 0.15 -0.98
H 3.475070 4.243361 4.977197 0.03 0.02 -0.10 0.28
H 4.030750 5.706690 5.825737 0.07 0.02 -0.06 0.33
H 2.743107 5.816394 4.587591 0.03 -0.03 -0.06 0.39
H 5.287189 7.605370 4.776302 0.05 -0.08 -0.01 0.30
H 4.039587 7.779408 3.503877 0.00 -0.07 -0.04 0.39
H 5.761504 7.703771 3.063406 -0.01 -0.10 -0.01 0.33
C -4.427434 -3.475165 1.773079 0.13 -0.02 -0.03 -0.66
S -6.039277 -2.676840 1.838147 0.08 -0.13 0.11 0.48
O -5.922389 -1.383005 1.105554 0.19 0.08 0.50 -0.69
C -5.997833 -2.300355 3.596619 0.01 0.05 0.09 -0.89
H -4.228460 -3.759850 0.740222 -0.09 0.08 -0.01 0.00
H -3.656543 -2.783209 2.114150 -0.07 0.05 -0.01 0.30
H -4.438341 -4.367614 2.400024 -0.07 0.02 0.00 0.41
H -5.128633 -1.682016 3.822949 -0.01 0.00 -0.09 0.10
H -5.959138 -3.228172 4.168224 -0.02 0.00 -0.05 0.44
H -6.905621 -1.756530 3.853533 0.01 -0.02 -0.08 0.39
C 8.467322 5.361563 5.733743 0.27 -0.03 0.16 -0.74
S 8.781480 6.493794 7.094740 0.02 -0.09 -0.05 0.48
O 7.815196 7.622147 6.964995 0.08 -0.06 -0.10 -0.62
C 10.375769 7.079913 6.493654 0.08 0.10 -0.05 -0.92
H 7.492548 4.908039 5.884654 0.03 0.12 0.01 0.18
H 8.469832 5.904582 4.789860 -0.07 0.02 0.06 0.29
H 9.232204 4.582571 5.722951 0.04 0.05 0.08 0.40
H 10.260064 7.517075 5.501061 -0.08 -0.03 0.02 0.29
H 11.079980 6.247882 6.459871 -0.05 -0.02 0.03 0.33
H 10.744659 7.837970 7.183354 -0.08 -0.04 0.02 0.33
C -2.870494 4.168327 -6.183020 0.03 0.12 -0.02 -1.01
S -3.542651 2.808974 -5.212076 0.08 -0.07 -0.02 0.48
O -4.605013 3.374194 -4.330303 0.16 0.02 -0.05 -0.56
C -2.078198 2.557986 -4.194095 0.06 0.03 0.06 -1.04
H -3.642477 4.513073 -6.869447 -0.03 -0.08 0.05 0.37
H -2.578248 4.986633 -5.523694 -0.03 -0.06 0.05 0.30
H -2.009707 3.817042 -6.752993 -0.03 -0.05 0.02 0.37
H -1.835910 3.477304 -3.658533 -0.08 0.01 -0.02 0.35
H -1.241600 2.257422 -4.826839 -0.05 -0.04 -0.02 0.49
H -2.291491 1.765774 -3.476753 -0.07 0.01 -0.05 0.29
C -6.273275 4.329617 0.761565 -0.02 0.09 0.11 -1.07
S -5.152543 3.569598 -0.427339 -0.02 -0.06 -0.08 0.69
O -3.796227 3.553580 0.189228 -0.07 0.10 -0.05 -0.65
C -5.185901 4.913844 -1.618175 0.11 0.25 0.04 -0.76
H -6.367663 3.662733 1.617546 0.05 -0.05 -0.08 0.33
H -5.871171 5.288850 1.090284 0.06 -0.03 -0.05 0.33
H -7.252162 4.468658 0.301173 0.03 -0.04 -0.03 0.34
H -4.851346 5.840007 -1.147040 -0.03 -0.07 0.14 0.40
H -6.197562 5.033813 -2.007256 0.02 -0.09 -0.02 0.34
H -4.514185 4.656235 -2.434500 -0.12 -0.13 0.00 0.05
C -5.457297 1.594834 7.486116 0.02 0.10 0.09 -0.97
S -5.171816 0.071562 6.568160 0.01 0.01 0.01 0.60
O -5.357649 -1.061106 7.514563 0.06 0.11 -0.06 -0.63
C -3.399173 0.311950 6.355416 0.11 0.05 0.03 -0.97
H -6.510230 1.636263 7.760876 0.02 -0.09 -0.06 0.31
H -4.845263 1.604400 8.388742 0.01 -0.08 -0.03 0.31
H -5.213500 2.450816 6.855694 -0.01 -0.05 -0.03 0.34
H -2.917505 0.402546 7.329712 -0.08 -0.03 0.02 0.36
H -3.221756 1.209462 5.761578 -0.05 -0.03 -0.02 0.36
H -2.996865 -0.553621 5.830818 -0.09 0.00 0.01 0.30
```
Positions in Å, forces in eV/Å.

Results
LUMO: 0.33 eV
HOMO energy: -8.45 eV
Net charge: 0

***

[2]
A molecular structure, C37H37N3P2Zn in a non-equilibrium geometry. Source: the OMol25 dataset; level of theory: ωB97M-V with the def2-TZVPD basis set.

Structure (XYZ):
```
80
Properties=species:S:1:pos:R:3:forces:R:3:mulliken_charge:R:1
Zn 1.066149 4.448531 1.122843 1.02 1.25 2.04 0.38
C 5.634998 2.580121 3.031201 -0.19 -1.40 -0.02 -0.66
C 5.065380 1.747069 2.157484 -0.90 0.41 -0.09 -0.16
C 4.577896 0.341503 2.343673 -1.13 -0.71 -0.09 -0.81
C 3.065942 0.105184 2.810976 1.15 -1.27 -0.15 -0.05
C 2.784554 0.579537 4.202785 -0.90 0.40 -0.71 -0.52
C 3.641927 1.186574 5.018198 -0.56 -0.23 0.82 -0.34
C 5.149312 1.168183 5.139701 0.50 0.39 0.53 -1.01
C 5.949357 2.295042 4.472201 -0.44 -0.15 -0.50 -0.67
C -0.825190 4.750324 1.699600 -0.53 -0.99 -1.10 -0.61
H 5.954066 3.525553 2.678919 0.12 0.97 -0.32 0.61
H 4.779470 2.110230 1.166640 0.48 0.32 0.13 0.31
H 5.197795 -0.186595 3.090281 -0.27 -0.01 -0.83 0.40
H 4.619579 -0.145924 1.336187 0.37 0.07 0.92 0.42
H 2.270662 0.368812 2.065889 0.77 0.34 0.68 0.07
H 2.983976 -1.002164 2.848152 -0.03 0.30 -0.20 0.24
H 1.719467 0.421691 4.514392 0.95 0.69 -0.20 0.33
H 3.172604 1.651278 5.888505 0.08 -0.30 0.02 0.37
H 5.619053 0.193174 4.914857 -0.52 0.40 0.21 0.42
H 5.282281 1.378338 6.218358 0.28 -0.59 -0.39 0.37
H 5.763750 3.193980 5.039981 -0.05 0.51 0.10 0.30
H 7.013352 2.102221 4.575265 0.26 -0.11 0.10 0.35
H -1.174000 5.787172 1.698097 0.37 -0.13 -0.36 0.31
H -0.657080 4.482563 2.749381 -0.42 -0.33 -0.19 0.08
H -1.567834 4.091138 1.130801 1.05 0.87 1.19 0.22
P -1.270334 -0.661502 -3.329479 0.46 -0.02 -0.57 0.06
P -3.588035 -0.999533 -1.142546 -0.74 -0.75 0.31 -0.04
C -1.450028 -2.203512 -2.417959 -0.96 -0.57 1.36 -0.83
C -2.498425 -2.379694 -1.573548 1.10 -0.23 -1.10 -0.63
C -1.083624 -1.414943 -5.018987 -0.33 0.08 -0.32 0.22
C -0.716116 -2.742945 -5.297965 0.18 0.21 -0.38 0.19
C -0.586290 -3.185881 -6.623908 -0.11 0.20 0.28 -0.59
C -0.874983 -2.322904 -7.685796 -0.05 0.05 0.38 -0.47
C -1.317581 -1.022481 -7.414676 0.07 -0.20 -0.05 -0.52
C -1.441454 -0.581009 -6.096435 0.38 -0.28 0.04 -0.42
C 0.470872 -0.301976 -2.827376 0.07 0.03 -0.24 0.58
C 0.659842 0.128654 -1.498318 0.34 -0.23 -0.56 -0.81
C 1.944173 0.433894 -1.050009 -0.07 -0.10 -0.38 -0.01
C 3.040574 0.294608 -1.913699 -0.26 0.12 -0.15 -0.53
C 2.845957 -0.124941 -3.236274 -0.16 0.13 0.25 -0.68
C 1.557948 -0.409267 -3.707794 0.15 -0.02 0.62 -0.40
C -5.133770 -2.039276 -1.312755 -0.51 -0.15 0.03 0.28
C -5.493341 -2.493826 -2.602388 0.02 0.02 0.51 -0.32
C -6.613633 -3.311690 -2.781470 0.26 0.17 0.11 -0.61
C -7.397098 -3.697743 -1.689651 0.33 0.34 0.08 -0.45
C -7.055543 -3.248435 -0.414128 0.25 0.21 -0.04 -0.58
C -5.937118 -2.418853 -0.224390 0.00 -0.17 -0.19 -0.23
C -3.356325 -1.071861 0.689219 -0.03 0.44 -0.10 0.37
C -3.871736 0.054331 1.356281 0.18 -0.46 0.25 -0.48
C -3.818492 0.127602 2.744839 0.12 -0.27 0.21 -0.57
C -3.228644 -0.912696 3.478531 -0.05 -0.02 -0.26 -0.51
C -2.690821 -2.020972 2.811469 -0.04 0.14 -0.13 -0.68
C -2.734477 -2.100278 1.414095 -0.31 0.40 0.25 0.08
H -0.685148 -2.974401 -2.562229 -0.45 0.01 0.04 0.65
H -2.771234 -3.358459 -1.147991 0.51 0.36 -0.11 0.85
H -0.516891 -3.448028 -4.491911 0.05 0.22 -0.26 0.20
H -0.252853 -4.211497 -6.812321 -0.19 0.39 0.02 0.38
H -0.776714 -2.676786 -8.712357 -0.02 0.16 0.25 0.36
H -1.561287 -0.351973 -8.240506 0.02 -0.18 0.25 0.37
H -1.802123 0.427506 -5.890220 0.12 -0.21 -0.06 0.35
H -0.201569 0.174108 -0.829080 0.21 0.11 -0.10 0.40
H 2.085841 0.781020 -0.029904 0.09 -0.12 -0.12 0.21
H 4.040059 0.543370 -1.553617 -0.24 -0.13 -0.14 0.37
H 3.697391 -0.224105 -3.908558 -0.16 0.02 0.18 0.37
H 1.412133 -0.760953 -4.733829 0.02 0.20 0.39 0.30
H -4.857522 -2.227942 -3.453506 -0.30 -0.07 0.20 0.39
H -6.865950 -3.653539 -3.782793 0.03 0.04 0.17 0.37
H -8.264467 -4.334561 -1.835944 0.13 0.07 0.02 0.37
H -7.651652 -3.543323 0.451499 0.15 0.08 -0.26 0.37
H -5.666786 -2.100732 0.789772 -0.18 -0.11 -0.45 0.27
H -4.323720 0.864170 0.780135 0.10 -0.22 0.13 0.36
H -4.247546 0.987819 3.258007 0.16 -0.19 -0.07 0.42
H -3.188295 -0.861147 4.569919 -0.03 -0.01 -0.39 0.39
H -2.242594 -2.842275 3.375050 -0.09 0.32 -0.11 0.40
H -2.294379 -2.959346 0.904613 -0.19 0.28 0.21 0.36
N 2.728282 4.968044 2.366618 -0.18 0.29 -0.53 -0.56
C 3.504169 5.469384 3.129211 -0.53 -0.46 -0.20 0.75
N 4.246935 5.831993 4.062860 -0.65 -0.74 -0.44 -0.50
C 5.119012 6.630725 4.596412 0.27 0.54 -0.08 0.48
N 5.887942 7.304527 5.151421 -0.39 -0.40 -0.34 -0.52
```
Positions in Å, forces in eV/Å.

Results
LUMO: -1.55 eV
HOMO energy: -8.23 eV
Net charge: 0
Energy relative to the best compared isomer or geometry (same formula, charge and spin): 0.0 kJ/mol

***

[3]
A gas-phase ion, C6H14N3 (charge +1) in a non-equilibrium geometry. Source: the OMol25 dataset; level of theory: ωB97M-V with the def2-TZVPD basis set.

Structure (XYZ):
```
23
Properties=species:S:1:pos:R:3:forces:R:3:nbo_charge:R:1
C 0.593744 2.483058 -1.787578 -1.31 2.23 -1.07 -0.67
C -0.364389 1.769551 -0.958189 2.79 -2.30 2.23 0.37
C -1.621051 2.348483 -0.628455 -0.34 2.99 0.14 -0.71
N 0.174340 0.736508 -0.379877 -0.04 0.82 -1.45 -0.30
N -0.509339 -0.013342 0.545153 0.94 -0.54 -0.12 -0.30
C -0.109684 -1.234731 0.704348 -1.38 -0.56 -1.50 0.47
C -0.591370 -2.111359 1.731062 0.56 -2.51 2.56 -0.75
C 0.715651 -1.996192 -0.282644 2.78 -0.04 -0.16 -0.33
N 1.600018 -2.913498 0.526052 0.20 -0.29 -1.82 -0.83
H 1.418463 2.930012 -1.287040 0.90 -0.34 0.76 0.26
H 0.040100 3.365127 -2.090289 0.01 0.39 -0.57 0.22
H 0.882004 2.014438 -2.691031 0.46 -0.86 -0.69 0.26
H -2.133712 1.769697 0.069658 -1.73 -1.08 0.42 0.22
H -2.095171 2.698686 -1.552414 -0.61 -0.46 0.41 0.27
H -1.454228 3.311334 -0.045787 0.19 -0.83 -0.79 0.27
H -1.085987 0.431003 1.239673 -0.39 0.06 0.37 0.41
H -1.652215 -2.228207 1.949769 -0.17 0.63 -0.40 0.28
H -0.121549 -1.785241 2.702987 -0.33 -0.42 -0.68 0.28
H -0.145204 -3.167764 1.510853 -0.98 2.07 0.71 0.31
H 0.127340 -2.704189 -0.848414 -1.00 0.16 0.00 0.26
H 1.269897 -1.421016 -1.059549 -0.49 0.06 0.88 0.25
H 1.955402 -3.624712 -0.139929 -0.24 0.54 0.77 0.39
H 2.416005 -2.439915 0.882376 0.17 0.28 0.02 0.38
```
Positions in Å, forces in eV/Å.

Results
LUMO: -4.27 eV
SMILES: CC(C)=N/[NH+]=C(/C)CN
HOMO energy: -13.59 eV
Net charge: +1
Energy relative to the best compared isomer or geometry (same formula, charge and spin): 227.0 kJ/mol

***

[4]
2 unconnected molecules or ions with the total composition CH2N5S in a non-equilibrium geometry. Source: the OMol25 dataset; level of theory: ωB97M-V with the def2-TZVPD basis set.

Structure (XYZ):
```
9
Properties=species:S:1:pos:R:3:forces:R:3:nbo_charge:R:1
C 0.607825 -0.648944 0.052386 -1.03 1.64 -1.01 0.12
N 2.604001 -0.023617 0.523194 -1.37 0.83 -1.61 -0.10
N 1.659334 -0.925833 0.780875 -0.89 -1.55 0.84 -0.34
N 0.882655 0.444559 -0.710674 2.60 -0.74 1.77 -0.37
N 2.121477 0.797550 -0.359459 1.46 1.39 -0.67 -0.11
N -2.406092 0.060952 0.182685 -0.50 -2.18 1.62 -0.89
S -2.022525 1.194507 -0.722570 0.09 2.47 -1.87 -0.01
H -0.458122 -0.842362 0.035500 -0.03 -1.28 0.63 0.27
H 0.308236 1.102375 -1.242626 -0.34 -0.59 0.31 0.44
```
Positions in Å, forces in eV/Å.

Results
LUMO (spin up / spin down): 3.95 / 3.95 eV
HOMO energy (spin up / spin down): -2.04 / -2.06 eV
Net charge: -1
Energy relative to the best compared isomer or geometry (same formula, charge and spin): 221.1 kJ/mol